Entry 1:
C4H15BrO3 | ωB97M-V/def2-TZVPD

Charge: 0
HOMO, eV: -8.90
HOMO-LUMO gap, eV: 7.462
DFT total energy, eV: -80574.23009

Geometry as XYZ:
```
23
Properties=species:S:1:pos:R:3:forces:R:3
O -2.34245 4.24467 -0.10036 -1.4130 2.6251 -0.2576
H -1.89700 3.44214 0.18090 1.9451 -3.5280 1.2049
H -3.19262 4.08179 -0.51543 -0.5137 -0.3064 -0.2378
H -1.79623 4.82606 -0.63444 0.5169 0.2250 -0.3235
Br -0.92086 1.55733 0.81896 -0.5998 0.9579 -0.3722
C 2.94644 -0.37778 0.51560 1.2640 -0.3589 -0.7387
C 2.35705 -0.64807 1.90252 0.3445 0.2469 -1.9242
O 1.98550 0.57042 2.45968 -0.0794 0.5715 1.2537
H 3.39571 -1.28497 0.11153 -0.3975 -0.4050 -0.2189
H 3.82577 0.26631 0.52165 0.1090 0.3231 0.8271
H 2.36408 0.09642 -0.27438 -0.8036 -0.3613 0.4042
H 3.15463 -1.12662 2.47081 -0.2020 0.0992 0.4252
H 1.50360 -1.31999 1.81172 0.0191 -0.2152 0.1008
H 1.08384 0.76524 2.19387 -0.1587 0.1739 -0.1093
C -2.23116 -2.09324 -1.22062 0.6563 0.0771 -0.3837
C -0.85136 -1.48429 -1.60534 -0.8609 -1.7209 -0.5007
O 0.03445 -1.41239 -0.50468 -0.5587 0.4841 -0.9215
H -2.87815 -1.99264 -2.09205 -0.2645 -0.0167 0.0529
H -2.70084 -1.63566 -0.34991 0.1272 0.3439 -0.1051
H -2.14607 -3.15555 -0.99181 0.1600 -0.0263 -0.0266
H -1.01155 -0.60050 -2.22288 0.1464 0.9010 0.7748
H -0.40591 -2.12274 -2.36826 0.1944 -0.5127 0.2234
H -0.27687 -0.59595 -0.10707 0.3689 0.4226 0.8529
```
Positions in Å, forces in eV/Å.

Entry 2:
C4H15Cl2GaIN3OP | ωB97M-V/def2-TZVPD

Charge: -1
HOMO, eV: -4.17
HOMO-LUMO gap, eV: 6.909
DFT total energy, eV: -105722.23672

Geometry as XYZ:
```
28
Properties=species:S:1:pos:R:3:forces:R:3
C 2.96899 -1.87360 0.34182 -0.0036 -0.0254 0.0555
Ga 1.48376 -0.54424 0.02290 0.1222 -0.1894 -0.1048
C -0.22702 -1.40780 0.70140 -0.0215 0.1224 0.0214
C -1.55959 -0.64393 0.65163 0.0904 0.1147 -0.2816
N -2.38850 -0.77750 1.87018 0.0376 0.1095 0.0683
N -2.41054 -1.16668 -0.41825 -0.0493 -0.1977 0.1894
N -1.30016 0.77873 0.40672 -0.1557 0.0128 0.0037
P 2.13216 1.24891 1.53825 -0.1546 -0.0248 0.0260
O 1.14226 2.57330 1.23494 0.1982 0.1176 0.1808
I 4.18383 1.98483 0.31936 0.1079 0.0338 -0.0168
H 3.94929 -1.40760 0.45995 0.0149 0.0254 -0.0501
H 3.02992 -2.57063 -0.49794 0.0205 -0.0256 -0.0057
H 2.77266 -2.45920 1.24484 -0.0044 -0.0223 0.0071
H 1.42258 -0.04210 -1.49963 0.0310 0.1146 0.0706
H -0.34991 -2.31734 0.10970 0.0214 -0.0870 0.0584
H -0.02317 -1.73259 1.72740 -0.0305 0.0148 0.0098
H -2.00351 -0.15883 2.57340 0.0560 -0.0143 0.0710
H -2.28591 -1.71668 2.23411 -0.0723 -0.1208 -0.0351
H -3.33743 -0.78495 -0.27864 -0.0724 0.0676 -0.0878
H -2.07491 -0.87765 -1.32884 0.1528 0.0329 0.0685
H -0.69961 1.19183 1.11177 0.1273 -0.0402 0.0045
H -2.17606 1.28975 0.42646 -0.0896 0.0377 -0.0162
H 1.14784 2.81632 0.30337 -0.2022 -0.1254 -0.1270
C -0.50034 1.78612 -2.65311 -0.0258 0.1401 0.1795
Cl -1.82293 2.87258 -2.16756 -0.0369 0.0163 -0.0932
Cl -1.08037 0.32087 -3.43776 -0.1336 -0.0682 -0.2078
H 0.10957 2.33299 -3.36099 0.0957 -0.0690 0.0412
H 0.03078 1.47022 -1.76024 -0.0235 0.0499 -0.0295
```
Positions in Å, forces in eV/Å.

Entry 3:
C4H15N2O | ωB97M-V/def2-TZVPD

Charge: +1
HOMO, eV: -12.84
HOMO-LUMO gap, eV: 9.556
DFT total energy, eV: -9411.94254
Energy relative to the best compared isomer or geometry (same formula, charge and spin), kcal/mol: 39.7

Geometry as XYZ:
```
22
Properties=species:S:1:pos:R:3:forces:R:3
N 0.64337 -1.95933 -0.88456 0.4433 0.0098 0.0399
C 1.33387 -1.01441 0.01600 0.3798 2.6710 0.3103
C 0.28638 -0.41290 0.97732 0.6898 -1.1271 -0.3770
N -0.85885 0.01616 0.17923 -0.1874 0.0335 0.8680
C -0.96860 1.48669 0.16238 -1.3801 0.1280 -0.6829
C -2.11549 -0.57673 0.63906 -0.6581 0.0606 -1.5398
H 0.16349 -2.66755 -0.32586 0.1924 -0.3649 -0.3655
H 1.29310 -2.32971 -1.57723 -0.1616 -0.4915 0.1292
H -0.07710 -1.42073 -1.37959 -0.2361 0.2686 0.2538
H 1.71975 -0.19062 -0.58469 -0.2984 -0.0230 -0.4557
H 2.23543 -1.33932 0.51526 -0.1648 -1.1528 0.1519
H 0.72656 0.40156 1.54653 0.1877 -0.0297 0.0106
H 0.11750 -1.23946 1.68375 -0.8085 0.3698 0.0766
H -1.23718 1.87607 -0.82476 0.5579 -0.2844 -0.1836
H -0.06182 1.92633 0.51277 0.4306 0.4309 0.0597
H -1.83268 1.85214 0.73478 0.3505 -0.3004 0.5640
H -2.51232 -0.17421 1.56012 0.3150 -0.1984 0.7479
H -2.08559 -1.66346 0.57488 0.1597 -0.0918 0.5920
H -2.89255 -0.32769 -0.08811 0.0672 0.1436 -0.1554
H 1.61479 3.20493 -0.92356 -0.0718 0.1439 0.0122
H 2.67939 2.27782 -1.48577 -0.1194 0.0612 0.0671
O 1.82856 2.27442 -1.02796 0.3124 -0.2571 -0.1232
```
Positions in Å, forces in eV/Å.

Entry 4:
C4H15N2O | ωB97M-V/def2-TZVPD

Charge: +1
HOMO, eV: -12.25
HOMO-LUMO gap, eV: 9.173
DFT total energy, eV: -9412.60492
Energy relative to the best compared isomer or geometry (same formula, charge and spin), kcal/mol: 24.4

Geometry as XYZ:
```
22
Properties=species:S:1:pos:R:3:forces:R:3
N -0.35060 0.59515 -1.65248 0.2284 -0.1812 0.2674
C -0.62671 -0.30014 -0.45761 -0.2714 0.6527 0.3126
C -2.09416 -0.72611 -0.44800 0.1118 0.3477 0.0415
C -0.22405 0.47430 0.81249 -0.5857 -0.4865 0.2201
N 0.31109 -0.45771 1.76919 0.4526 -0.2657 -0.0874
C 1.08478 0.10025 2.87389 -0.1326 -0.1941 0.3704
H -0.61929 1.54905 -1.41299 -0.0410 0.0536 -0.1752
H 0.66327 0.56419 -1.89774 -0.1949 0.1555 -0.1845
H -0.86297 0.30708 -2.48551 -0.0475 -0.0106 0.0159
H 0.04666 -1.13989 -0.52317 0.1648 -0.2892 -0.2445
H -2.73093 -0.02156 -0.99006 0.1080 -0.0618 -0.1893
H -2.48777 -0.68161 0.56256 0.0754 -0.3055 0.1955
H -2.21858 -1.72169 -0.84819 -0.1964 -0.1778 -0.1351
H 0.54698 1.21070 0.61555 0.1923 0.1815 -0.1919
H -1.12956 0.99714 1.16405 0.1486 0.2677 -0.0167
H -0.35213 -1.16079 2.05777 -0.0765 0.0658 0.1057
H 1.95630 -0.50971 3.12645 0.0165 0.0590 -0.3910
H 1.39326 1.09970 2.59930 0.3280 0.1773 0.0003
H 0.54198 0.18773 3.81351 -0.3920 0.1127 0.0030
H 2.69146 0.38957 -3.43591 0.2334 -0.1038 -0.0222
H 2.39815 -0.78938 -2.43858 0.4042 -0.0227 -0.2326
O 2.06281 0.03374 -2.80451 -0.5260 0.0256 0.3380
```
Positions in Å, forces in eV/Å.

Entry 5:
C4H15N2O | ωB97M-V/def2-TZVPD

Charge: +1
HOMO, eV: -12.55
HOMO-LUMO gap, eV: 9.334
DFT total energy, eV: -9412.12448
Energy relative to the best compared isomer or geometry (same formula, charge and spin), kcal/mol: 35.5

Geometry as XYZ:
```
22
Properties=species:S:1:pos:R:3:forces:R:3
C -0.21028 -0.74198 2.05521 -1.3376 -0.0513 0.9912
O -0.72907 0.09976 0.99800 0.2657 0.1838 -0.9921
C 1.21098 -1.19598 1.76486 -0.8735 0.3354 -1.3713
N 1.67208 -2.00264 2.87611 1.2558 -0.3848 -0.1622
H -0.26414 -0.13032 2.98073 0.2194 -0.6682 -0.3445
H -0.88738 -1.62963 2.14380 0.5899 0.6706 0.1486
H -1.53340 0.57808 1.23834 0.2549 -0.4029 0.5674
H 1.15167 -1.79181 0.81455 0.3199 0.5677 0.5348
H 1.79279 -0.26814 1.57187 0.0515 -0.7513 0.2259
H 2.63154 -1.71040 3.10609 -0.6759 -0.3342 0.0977
H 1.74325 -2.99381 2.59476 -0.1147 0.8254 0.3289
C -0.40765 2.20493 -1.52824 0.8918 0.5042 0.2423
N -0.91729 0.83727 -1.59533 -0.1704 0.0814 -0.4951
C -0.54953 0.13333 -2.85485 0.1690 -0.8129 0.4482
H -0.68642 2.64803 -0.57477 0.0720 0.0155 -0.0412
H 0.67359 2.14034 -1.61648 0.0389 0.3021 0.0517
H -0.81949 2.78118 -2.34786 -0.0139 0.0798 -0.0984
H -1.91530 0.96189 -1.53036 -0.6540 -0.5765 -0.1320
H -0.64708 0.30212 -0.74926 0.0952 -0.0033 0.2793
H -0.92629 0.68053 -3.72668 0.0842 -0.3571 0.3066
H -0.91353 -0.88844 -2.73595 -0.4713 0.1887 -0.5281
H 0.53095 -0.01432 -2.88456 0.0032 0.5879 -0.0578
```
Positions in Å, forces in eV/Å.

Entry 6:
C4H15N2O | ωB97M-V/def2-TZVPD

Charge: +1
HOMO, eV: -12.57
HOMO-LUMO gap, eV: 9.317
DFT total energy, eV: -9411.07749
Energy relative to the best compared isomer or geometry (same formula, charge and spin), kcal/mol: 59.6

Geometry as XYZ:
```
22
Properties=species:S:1:pos:R:3:forces:R:3
N 0.26368 -0.69938 -2.20357 -2.3509 3.6322 -2.3617
C 0.40420 0.63753 -1.56611 3.9769 -0.3808 1.4530
C 0.14027 0.56765 -0.09932 2.5589 -3.1356 0.1319
N -1.20279 0.91456 0.04585 -1.0871 2.3638 -0.0040
C -1.95626 0.33068 1.14303 0.3747 2.6895 2.1441
C -1.03146 0.24638 2.43328 -0.2766 1.1673 -1.9245
H 0.28823 -0.41576 -3.22087 -0.7141 -1.3828 1.0034
H -0.62185 -0.99492 -1.81405 -0.8026 -0.5676 -0.7449
H 0.91300 -1.38201 -2.05181 2.8243 -1.9741 1.0445
H 1.44041 0.97996 -1.64409 -0.0468 -0.2346 -0.7849
H -0.22994 1.29592 -2.05451 -1.2472 1.0914 -0.9542
H 0.99390 1.03461 0.41738 -0.7467 0.9318 0.3057
H 0.47271 -0.51873 0.23694 -1.3866 1.6298 -0.6405
H -1.23148 1.99798 0.00910 -0.4456 -2.5067 0.3610
H -2.35669 -0.63961 0.87820 -0.2799 -0.0488 -0.0885
H -2.74089 1.14030 1.33042 0.4463 -1.7619 -0.0773
H -1.61337 0.10635 3.30456 -0.5545 -0.9021 0.9061
H -0.29480 -0.55504 2.21163 -0.2189 0.7424 0.8807
H -0.61017 1.28318 2.61909 0.1205 -1.3235 -0.5177
H 3.60471 -1.24851 0.07599 0.4959 -0.3062 0.2644
H 2.62959 -2.50514 0.09846 0.6189 0.3877 0.1508
O 2.73899 -1.57599 -0.14961 -1.2589 -0.1113 -0.5473
```
Positions in Å, forces in eV/Å.

Entry 7:
C4H15N2O | ωB97M-V/def2-TZVPD

Charge: +1
HOMO, eV: -13.80
HOMO-LUMO gap, eV: 5.238
DFT total energy, eV: -9406.29082
Energy relative to the best compared isomer or geometry (same formula, charge and spin), kcal/mol: 170.0

Geometry as XYZ:
```
22
Properties=species:S:1:pos:R:3:forces:R:3
N -1.02252 -2.18339 -0.14457 -0.9225 0.0579 -0.3010
C -0.43690 -1.62169 -1.32830 -0.4343 0.3886 -0.0019
C -0.31533 -0.07976 -1.16849 1.9728 -1.7386 0.0307
N 0.04915 0.23127 0.19205 -1.0202 1.8912 -2.2305
C 0.11324 1.67251 0.39214 1.8946 -1.2854 1.7792
C 0.79517 1.97354 1.73820 -0.1719 1.5851 0.0841
H -0.88364 -1.63551 0.70790 0.0865 -0.5869 -0.1703
H -2.61796 0.05565 0.30125 -0.2398 0.1293 -0.0213
H -1.98799 -2.52781 -0.28379 0.9663 0.2141 0.4547
H -1.01994 -1.82051 -2.23978 0.0510 -0.1520 0.4474
H 0.56216 -2.06205 -1.46816 -0.0554 0.3685 -0.1417
H 0.42589 0.27460 -1.91176 -0.1166 0.7305 0.4841
H -1.27101 0.38561 -1.40952 -0.0025 0.1503 -0.3295
H 1.54869 -0.81152 0.34652 0.6818 -0.3127 0.5656
H 0.70198 2.12083 -0.42800 -0.4024 -0.0659 -0.2062
H -0.87812 2.15958 0.39659 -0.1475 -0.5451 -0.3497
H 0.29193 1.59824 2.62560 -0.2317 -0.3605 -0.2308
H 0.75495 3.07044 1.84761 0.0388 -0.2764 0.0278
H 1.85691 1.74490 1.81823 -0.0782 -0.3914 -0.4115
H -2.00721 -0.10905 -0.08597 -1.5690 0.0744 0.7224
H 3.11338 -1.13187 0.24211 -0.9194 0.0400 -0.1350
O 2.22717 -1.30402 -0.13985 0.6196 0.0849 -0.0662
```
Positions in Å, forces in eV/Å.

Entry 8:
C4H15N2O | ωB97M-V/def2-TZVPD

Charge: +1
HOMO, eV: -12.10
HOMO-LUMO gap, eV: 8.693
DFT total energy, eV: -9411.61938
Energy relative to the best compared isomer or geometry (same formula, charge and spin), kcal/mol: 47.1

Geometry as XYZ:
```
22
Properties=species:S:1:pos:R:3:forces:R:3
C -1.56279 1.02644 0.43582 3.3510 1.2279 -0.9665
C -1.61176 -0.13253 -0.48445 0.9711 -3.1620 -1.9156
C -0.17903 -0.82228 -0.93570 -1.4057 1.8870 1.0509
C 0.58246 0.07213 -1.93639 0.8390 1.2957 0.9205
N 1.94963 0.39818 -1.52566 0.0666 -1.2857 -1.2352
N -0.71215 0.64713 1.68176 -1.9788 0.7116 0.5402
H -0.91547 1.86694 -0.01954 -1.0636 -1.1362 0.5362
H -2.48172 1.49749 0.74219 -0.3961 -0.3423 0.3362
H -2.04778 0.03961 -1.46272 -0.6853 0.6867 0.2614
H -2.14301 -0.98406 -0.04925 -0.3990 0.2993 0.1330
H 0.26547 -0.93878 0.06647 0.8556 -0.3397 -0.9088
H -0.24581 -1.79176 -1.44037 -0.7821 0.0062 0.7274
H 0.17594 1.08534 -2.08165 -0.8635 -0.4672 0.1406
H 0.52050 -0.40365 -2.93440 0.5660 0.3133 0.5426
H 2.20052 1.01960 -0.78535 -0.2546 0.1470 -0.0074
H 2.66582 -0.19832 -1.89331 0.2910 0.1138 0.2960
H 0.24665 0.35804 1.51556 0.1426 0.0404 -0.2721
H -1.12324 -0.12005 2.24156 0.1100 0.3402 -0.3388
H -0.75780 1.50353 2.24550 0.5113 -0.4517 0.2662
H 2.06871 -0.75977 1.87082 0.1658 -0.1317 0.2025
H 1.69299 -2.14279 2.33659 -0.2068 0.0321 0.1526
O 1.41188 -1.22043 2.41251 0.1655 0.2155 -0.4620
```
Positions in Å, forces in eV/Å.

Entry 9:
C4H15N2O | ωB97M-V/def2-TZVPD

Charge: +1
HOMO, eV: -14.22
HOMO-LUMO gap, eV: 11.311
DFT total energy, eV: -9411.79793
Energy relative to the best compared isomer or geometry (same formula, charge and spin), kcal/mol: 43.0

Geometry as XYZ:
```
22
Properties=species:S:1:pos:R:3:forces:R:3
C 2.49163 -1.15805 -0.23596 -1.0002 -0.1290 -0.6418
N 1.72831 0.15001 -0.17963 0.4585 -1.0556 -0.5010
C 1.48475 0.61599 -1.59089 -0.3629 0.3815 1.4497
H 1.74588 -1.92773 -0.62818 1.3963 0.8727 0.1385
H 3.40357 -1.00830 -0.85110 -0.7337 -0.4965 0.1692
H 2.79236 -1.47857 0.75591 -0.0341 0.1497 0.1888
H 2.34765 0.80049 0.31617 -0.5870 0.0445 -0.2248
H 2.34876 0.47923 -2.18231 1.0788 0.1693 -0.5725
H 1.11881 1.62793 -1.60766 0.2995 0.5695 0.1809
H 0.70759 0.07041 -2.05797 -0.7862 -1.0731 -0.1685
C -2.50139 0.68284 1.02044 -1.5351 0.4908 1.3390
O -3.59435 1.13613 0.24545 0.3949 0.4061 0.1627
C -1.63607 -0.17454 0.17328 0.2532 -1.8247 -1.1554
N -0.49587 -0.56906 1.02408 0.9088 -1.6289 0.2825
H -2.87790 0.12741 1.96496 0.2529 0.5523 -1.7388
H -1.94262 1.53415 1.47186 -0.0069 -0.2864 -0.4774
H -3.24345 1.82739 -0.34638 -0.4783 -0.3304 0.3047
H -2.15992 -1.13481 -0.19437 0.5794 1.7129 0.5468
H -1.23210 0.35078 -0.73397 -0.5436 -0.2965 0.8520
H -0.60385 -0.14238 1.93823 0.2608 0.3011 0.0927
H 0.62595 -0.22406 0.44794 0.1699 0.6073 0.2289
H -0.50774 -1.58525 1.25007 0.0148 0.8634 -0.4565
```
Positions in Å, forces in eV/Å.

Entry 10:
C4H15N2O2 | ωB97M-V/def2-TZVPD

Charge: +1
HOMO, eV: -13.44
HOMO-LUMO gap, eV: 10.624
DFT total energy, eV: -11459.94457
Energy relative to the best compared isomer or geometry (same formula, charge and spin), kcal/mol: 30.3

Geometry as XYZ:
```
23
Properties=species:S:1:pos:R:3:forces:R:3
N 1.32120 0.89510 0.93004 0.0759 -0.2854 -0.0863
C 0.28650 -0.15925 1.02331 -2.9457 -1.3351 -0.9266
C 0.06644 -0.78584 -0.43249 0.8024 0.6657 -0.3363
C 1.02103 -1.92730 -0.86917 -0.5710 1.4643 0.2932
O 0.33055 0.34035 -1.25268 0.6391 1.3717 -0.2137
C -1.10232 0.39581 1.53044 1.9192 -0.4747 0.5446
N -0.68020 1.03636 2.78004 -0.4629 0.9611 0.6603
H 1.36249 1.57873 1.68101 -0.5699 -0.2854 0.7076
H 2.22704 0.42870 0.88924 0.1391 0.3635 -0.4019
H 1.08389 1.39872 0.05849 0.4699 -0.3718 -0.3243
H 0.45774 -0.89279 1.80806 1.0800 -0.0330 -0.3191
H -0.98402 -0.98133 -0.61209 -0.2914 -0.6493 0.6756
H 1.93741 -1.32565 -1.10019 -0.3946 -1.1752 -0.1327
H 1.18370 -2.58294 -0.01611 0.1202 -0.3986 -0.3066
H 0.58123 -2.43968 -1.76010 0.7503 0.3307 0.7775
H -0.06039 0.38513 -2.14293 -0.4118 -0.8234 0.2969
H -1.72046 -0.49456 1.73652 0.1035 0.4330 -0.2882
H -1.56783 0.98742 0.74994 -0.1527 0.5410 0.3102
H -0.86329 0.47050 3.59570 -0.0069 -0.2903 -0.0938
H -1.01291 1.95887 3.04911 -0.3158 -0.1763 -0.7006
H -1.80015 0.04142 -4.17106 0.0204 -0.0967 0.0380
H -0.93327 1.27908 -3.90329 -0.1492 -0.1726 -0.1031
O -1.13437 0.39316 -3.57179 0.1518 0.4367 -0.0707
```
Positions in Å, forces in eV/Å.